Entry 1:
The following is a DFT calculation (ωB97M-V/def2-TZVPD) of a 2-piece molecular cluster, CF2O2 overall.

Each line ends with the Löwdin charge.
Geometry (Å):
C 0.517 0.626 -0.160  -0.266
O 0.815 0.999 -1.202  0.251
O -0.508 -1.526 0.047  -0.070
F 0.543 0.938 1.059  0.239
F -1.779 -1.183 0.381  -0.155

Energy relative to the best compared isomer or geometry (same formula, charge and spin) ... 82.8 kcal per mole
E ... -10559.7812 eV


Entry 2:
The following is a DFT calculation (ωB97M-V/def2-TZVPD) of CF2O3P as an isolated structure.

Each line ends with the Löwdin charge.
Geometry (Å):
C 1.398 -0.186 0.019  -0.718
O 2.383 -0.122 0.671  0.086
O 0.971 -0.252 -1.108  -0.045
O -0.020 -0.066 0.930  -0.293
F -2.303 0.722 0.670  -0.373
F -1.600 -0.656 -1.028  -0.325
P -0.830 0.559 -0.154  0.669

Net charge ... -1
Energy relative to the best compared isomer or geometry (same formula, charge and spin) ... 15.2 kcal per mole
E ... -21907.8513 eV